Computed, not measured: one molecule with the formula C15H26FN2O3 in a non-equilibrium geometry, with ωB97M-V with the def2-TZVPD basis set.

Values from the calculation:
**DFT total energy**: -1022.13807 hartree
**Spin multiplicity**: 2
**Frontier orbital gap (spin up / spin down)**: 9.344 / 9.384 eV

```
47
Properties=species:S:1:pos:R:3:forces:R:3:nbo_charge:R:1
C 1.88110 -1.80984 3.19653 -1.3 -0.2 -0.2 -0.713
C 1.04750 -0.65499 2.65810 0.5 -1.4 0.1 0.746
O 0.96961 0.34686 3.27907 -0.3 1.8 0.5 -0.515
N 0.36421 -0.91908 1.42058 0.7 -0.1 -0.3 -0.659
C -1.02881 -1.18743 1.57812 0.3 -1.7 -0.8 0.750
C -1.47764 -2.58188 1.18703 0.6 0.1 0.2 -0.724
O -1.81733 -0.43832 2.04223 -0.9 1.6 0.8 -0.526
C 0.74725 -0.02718 0.27237 -0.5 0.0 0.5 0.191
C 2.27576 0.07982 0.20464 0.1 -0.4 0.0 -0.456
C 3.09404 -1.22560 0.12183 0.5 0.8 -0.5 0.052
F 2.36426 -2.38912 0.09486 -0.2 -0.3 0.1 -0.360
C 0.20597 1.41976 0.54379 0.0 -0.4 -0.9 -0.453
C -0.71657 2.08628 -0.50912 -0.4 2.1 0.5 0.089
C -0.17013 3.52297 -0.72046 0.1 -0.4 0.5 -0.585
C -2.15989 2.30744 0.01995 0.1 -0.3 -0.5 -0.624
N -0.70368 1.44819 -1.84202 1.4 -0.8 0.9 0.018
O 0.34354 1.77320 -2.51892 -0.3 0.2 -0.4 -0.384
C -0.86807 -0.02131 -1.83445 -0.2 -0.8 -1.3 0.115
C -0.71515 -0.47693 -3.30632 -0.3 -0.2 0.6 -0.596
C -2.26173 -0.50105 -1.43669 0.4 0.3 0.5 -0.632
C 0.27874 -0.69241 -1.05394 -0.3 0.8 0.2 -0.441
H 2.90293 -1.76906 2.85262 0.2 0.0 0.0 0.236
H 1.79939 -1.79685 4.27375 0.4 0.2 0.3 0.233
H 1.40406 -2.72596 2.86425 0.3 -0.3 -0.3 0.226
H -1.57924 -3.12021 2.12642 -0.1 -0.1 0.2 0.244
H -2.44108 -2.56157 0.70045 -0.2 0.0 -0.1 0.238
H -0.72365 -3.10552 0.61704 0.1 -0.1 -0.3 0.228
H 2.67383 0.68558 1.01114 -0.1 0.0 0.4 0.220
H 2.48313 0.65094 -0.69340 -0.1 0.2 -0.2 0.234
H 3.69471 -1.20636 -0.78259 0.0 -0.1 -0.3 0.167
H 3.81325 -1.25356 0.93166 0.0 -0.3 0.4 0.159
H -0.30288 1.45316 1.48985 -0.2 -0.3 0.3 0.259
H 1.05786 2.07252 0.67610 0.3 0.1 -0.1 0.217
H -0.43813 4.10248 0.15622 -0.1 0.1 0.2 0.201
H -0.60624 3.98017 -1.59640 -0.1 0.2 -0.2 0.221
H 0.90892 3.53959 -0.77264 0.2 0.0 -0.4 0.209
H -2.88195 1.92353 -0.68810 -0.3 -0.3 0.1 0.215
H -2.30805 1.89638 1.01057 -0.1 -0.3 0.0 0.230
H -2.37162 3.36478 0.08676 0.0 0.3 0.0 0.213
H -1.30332 0.18225 -3.93296 0.0 0.1 -0.3 0.221
H 0.31553 -0.50693 -3.62347 0.2 0.2 -0.2 0.219
H -1.12529 -1.48202 -3.38189 0.0 -0.1 -0.1 0.200
H -2.22024 -1.58160 -1.43616 -0.1 -0.3 -0.1 0.210
H -2.97406 -0.18558 -2.18649 -0.3 0.2 0.0 0.220
H -2.57585 -0.18717 -0.44836 -0.1 0.1 0.1 0.226
H 1.12489 -0.69549 -1.72568 0.3 0.1 -0.1 0.223
H 0.02012 -1.73287 -0.92587 0.0 -0.3 0.3 0.237
```
Positions in Å, forces in eV/Å.